(1)
{
  "formula": "C6H9BrN3O",
  "method": "wB97M-V/def2-TZVPD",
  "orbital_gap_ev": 8.58,
  "total_charge": 1,
  "largest_force_ev_per_a": 4.56,
  "e_homo_ev": -12.48,
  "symbols": ["C", "C", "C", "C", "C", "C", "N", "N", "N", "O", "Br", "H", "H", "H", "H", "H", "H", "H", "H", "H"],
  "positions_angstrom": [[0.086, 2.134, 2.148], [-1.179, 1.654, 2.046], [1.067, 1.576, 1.340], [-0.552, 0.305, 0.188], [0.552, -0.587, -2.273], [0.028, -1.565, -1.233], [-1.497, 0.824, 0.993], [0.725, 0.722, 0.390], [0.954, -2.001, -0.377], [-1.115, -2.148, -1.350], [1.102, -1.849, -3.662], [0.436, 2.699, 3.087], [-1.966, 1.731, 2.793], [2.210, 1.757, 1.396], [-0.230, 0.096, -2.876], [1.324, -0.064, -1.842], [1.528, -1.261, 0.018], [0.573, -2.633, 0.440], [-2.475, 0.558, 0.905], [-1.571, -1.949, -2.132]]
}



(2)
{
  "formula": "C17H16ClN3O2S",
  "method": "wB97M-V/def2-TZVPD",
  "orbital_gap_ev": 8.75,
  "largest_force_ev_per_a": 1.05,
  "e_homo_ev": -8.38,
  "smiles": "CCC(=O)NC(=S)Nc1cccc(NC(=O)c2ccccc2Cl)c1",
  "symbols": ["C", "C", "C", "O", "N", "C", "S", "N", "C", "C", "C", "C", "C", "N", "C", "O", "C", "C", "C", "C", "C", "C", "Cl", "C", "H", "H", "H", "H", "H", "H", "H", "H", "H", "H", "H", "H", "H", "H", "H", "H"],
  "positions_angstrom": [[-6.111, -1.577, 3.299], [-4.994, -1.239, 4.277], [-3.695, -0.942, 3.561], [-3.567, -0.972, 2.352], [-2.671, -0.634, 4.414], [-1.342, -0.310, 4.121], [-0.383, -0.006, 5.426], [-1.033, -0.292, 2.820], [0.158, -0.023, 2.147], [1.358, 0.320, 2.762], [2.473, 0.562, 1.980], [2.428, 0.472, 0.602], [1.229, 0.129, -0.018], [1.096, 0.011, -1.405], [2.035, 0.210, -2.376], [3.183, 0.535, -2.185], [1.481, -0.054, -3.748], [0.876, -1.275, -4.033], [0.418, -1.556, -5.307], [0.554, -0.613, -6.312], [1.147, 0.608, -6.046], [1.614, 0.884, -4.770], [2.330, 2.417, -4.445], [0.103, -0.115, 0.758], [-7.032, -1.786, 3.835], [-6.279, -0.746, 2.619], [-5.841, -2.447, 2.707], [-4.824, -2.072, 4.964], [-5.264, -0.364, 4.875], [-2.857, -0.632, 5.410], [-1.825, -0.525, 2.210], [1.421, 0.397, 3.833], [3.402, 0.829, 2.461], [3.304, 0.663, 0.006], [0.166, -0.232, -1.721], [0.790, -2.016, -3.251], [-0.041, -2.510, -5.515], [0.197, -0.827, -7.308], [1.254, 1.351, -6.821], [-0.832, -0.380, 0.281]]
}



(3)
{
  "formula": "H20O10",
  "method": "wB97M-V/def2-TZVPD",
  "orbital_gap_ev": 11.19,
  "largest_force_ev_per_a": 2.71,
  "e_homo_ev": -11.03,
  "smiles": "O.O.O.O.O.O.O.O.O.O",
  "symbols": ["O", "H", "H", "O", "H", "H", "O", "H", "H", "O", "H", "H", "O", "H", "H", "O", "H", "H", "O", "H", "H", "O", "H", "H", "O", "H", "H", "O", "H", "H"],
  "positions_angstrom": [[-1.410, -1.058, -3.064], [-1.950, -0.319, -3.386], [-1.223, -0.742, -2.175], [1.214, -1.235, -3.245], [1.101, -0.368, -2.926], [0.281, -1.620, -3.246], [-0.131, 0.617, -1.190], [0.454, 0.135, -0.528], [0.343, 1.402, -1.450], [-2.821, -1.144, 1.143], [-3.326, -1.181, 0.298], [-1.952, -1.515, 0.888], [0.876, -0.077, 2.792], [0.657, 0.302, 3.683], [0.475, 0.552, 2.199], [-0.614, -2.453, 0.322], [0.290, -2.274, -0.046], [-1.042, -3.164, -0.164], [0.758, 3.204, 2.588], [0.911, 2.794, 3.473], [-0.189, 3.105, 2.219], [2.032, 2.090, 0.376], [2.805, 1.512, 0.554], [2.004, 2.580, 1.234], [1.676, -1.695, -0.722], [2.487, -2.022, -0.415], [1.752, -1.585, -1.728], [-1.802, 1.675, 1.107], [-2.259, 0.806, 1.194], [-1.397, 1.679, 0.215]]
}



(4)
{
  "formula": "CH16NO6",
  "method": "wB97M-V/def2-TZVPD",
  "orbital_gap_ev": 11.35,
  "total_charge": 1,
  "largest_force_ev_per_a": 6.60,
  "e_homo_ev": -14.48,
  "symbols": ["C", "N", "H", "H", "H", "H", "H", "H", "O", "H", "H", "O", "H", "H", "O", "H", "H", "O", "H", "H", "O", "H", "H", "O"],
  "positions_angstrom": [[-1.455, -0.874, 0.118], [-0.579, -0.068, 0.500], [-2.128, -1.348, 0.810], [-1.508, -1.223, -0.888], [-0.122, 0.505, -0.373], [-0.353, 0.393, 1.328], [-0.785, 2.999, 2.829], [-0.834, 2.354, 4.155], [-0.888, 2.209, 3.236], [1.672, 0.368, -4.848], [0.553, 1.251, -5.510], [1.084, 1.038, -4.559], [-0.140, -3.377, 0.397], [-1.320, -4.373, 0.158], [-1.105, -3.448, 0.321], [-0.663, 2.158, -2.101], [0.111, 1.270, -2.933], [-0.108, 1.383, -2.023], [1.579, -2.120, 0.123], [1.803, -1.757, 1.604], [1.159, -2.138, 0.939], [1.219, 1.676, 3.001], [1.559, 1.922, 1.561], [1.250, 1.198, 2.154]]
}



(5)
{
  "formula": "C44H36NO4P2RbSi",
  "method": "wB97M-V/def2-TZVPD",
  "orbital_gap_ev": 3.46,
  "largest_force_ev_per_a": 1.75,
  "e_homo_ev": -4.89,
  "symbols": ["Rb", "C", "Si", "C", "C", "C", "C", "C", "C", "P", "C", "C", "C", "C", "C", "C", "C", "C", "C", "C", "C", "C", "C", "C", "C", "C", "C", "C", "P", "C", "C", "C", "C", "C", "C", "C", "C", "C", "C", "C", "C", "H", "H", "H", "H", "H", "H", "H", "H", "H", "H", "H", "H", "H", "H", "H", "H", "H", "H", "H", "H", "H", "H", "H", "H", "H", "H", "H", "H", "H", "H", "H", "O", "C", "O", "C", "C", "C", "C", "C", "N", "C", "O", "O", "H", "H", "H", "H", "H"],
  "positions_angstrom": [[0.003, 0.121, -0.375], [0.767, -1.842, 4.671], [1.491, -0.646, 3.336], [1.476, 1.025, 4.336], [2.161, 1.207, 5.547], [2.089, 2.379, 6.280], [1.309, 3.427, 5.813], [0.615, 3.283, 4.626], [0.688, 2.102, 3.883], [-0.191, 1.912, 2.265], [-1.866, 1.326, 2.792], [-3.084, 1.951, 2.523], [-4.290, 1.363, 2.881], [-4.311, 0.125, 3.506], [-3.111, -0.522, 3.763], [-1.908, 0.072, 3.410], [-0.574, 3.665, 1.761], [-0.072, 4.025, 0.511], [-0.301, 5.279, -0.043], [-1.058, 6.210, 0.650], [-1.575, 5.875, 1.895], [-1.336, 4.622, 2.440], [3.337, -1.323, 3.398], [4.015, -1.562, 4.598], [5.312, -2.057, 4.653], [5.988, -2.354, 3.482], [5.338, -2.171, 2.271], [4.034, -1.675, 2.221], [3.314, -1.647, 0.534], [2.987, 0.153, 0.261], [2.695, 0.557, -1.048], [2.763, 1.890, -1.430], [3.186, 2.848, -0.518], [3.493, 2.464, 0.780], [3.398, 1.133, 1.165], [1.867, -2.772, 0.852], [2.312, -4.089, 0.977], [1.439, -5.123, 1.287], [0.086, -4.865, 1.438], [-0.380, -3.569, 1.273], [0.502, -2.533, 0.992], [1.425, -1.936, 5.540], [0.638, -2.842, 4.247], [-0.204, -1.506, 5.046], [2.768, 0.403, 5.936], [2.635, 2.476, 7.211], [1.240, 4.354, 6.369], [0.030, 4.121, 4.276], [-3.106, 2.909, 2.021], [-5.219, 1.881, 2.675], [-5.252, -0.328, 3.791], [-3.108, -1.492, 4.244], [-0.977, -0.447, 3.602], [0.524, 3.303, -0.034], [0.116, 5.528, -1.012], [-1.243, 7.191, 0.230], [-2.167, 6.595, 2.446], [-1.762, 4.391, 3.409], [3.512, -1.380, 5.538], [5.789, -2.215, 5.613], [6.999, -2.741, 3.509], [5.841, -2.427, 1.345], [2.442, -0.201, -1.783], [2.528, 2.178, -2.449], [3.270, 3.887, -0.813], [3.815, 3.204, 1.502], [3.663, 0.855, 2.176], [3.368, -4.303, 0.853], [1.820, -6.130, 1.407], [-0.599, -5.667, 1.683], [-1.435, -3.351, 1.393], [0.108, -1.540, 0.910], [-3.465, 2.687, -1.497], [-2.593, 1.686, -1.346], [-2.035, 1.457, -0.305], [-2.389, 0.883, -2.600], [-3.100, 1.114, -3.770], [-2.829, 0.307, -4.862], [-1.855, -0.676, -4.762], [-1.183, -0.820, -3.554], [-1.464, -0.062, -2.503], [-0.044, -1.789, -3.287], [0.399, -2.534, -4.309], [0.467, -1.873, -2.207], [-3.514, 3.143, -0.640], [-3.841, 1.899, -3.811], [-3.368, 0.442, -5.790], [-1.652, -1.304, -5.619], [-0.078, -2.358, -5.128]]
}



(6)
{
  "formula": "C2H4ClN2P",
  "method": "wB97M-V/def2-TZVPD",
  "orbital_gap_ev": 9.87,
  "largest_force_ev_per_a": 2.60,
  "e_homo_ev": -9.80,
  "smiles": "C1=NP=NC1.Cl",
  "symbols": ["C", "N", "P", "N", "C", "H", "H", "H", "Cl", "H"],
  "positions_angstrom": [[0.203, 0.073, 0.691], [-0.979, 0.113, 1.086], [-1.881, 1.364, 0.224], [-0.730, 1.679, -0.816], [0.485, 0.880, -0.571], [0.915, -0.650, 1.130], [1.251, 1.657, -0.300], [0.906, 0.129, -1.347], [-3.486, -0.912, -0.346], [-2.557, -1.463, 0.482]]
}